Record 1
Here is 11 unconnected molecules or ions with the total composition C54H80O26 at a distorted geometry from OMol25. Energies are from ωB97M-V/def2-TZVPD.

Each line ends with the Löwdin charge.
CARTESIAN COORDINATES (ANGSTROEM)
O  1.91  1.86  4.84  0.163
C  2.56  1.20  5.57  -0.395
C  2.53  1.53  6.96  0.072
C  3.20  0.87  7.95  -0.231
O  3.14  1.29  9.21  0.120
C  4.05  -0.30  7.64  -0.309
O  4.62  -1.03  8.44  0.116
C  4.25  -0.54  6.17  0.095
C  3.50  0.14  5.25  -0.245
O  3.61  -0.01  3.94  0.118
H  2.07  2.47  7.22  0.138
H  3.75  0.80  9.76  0.119
H  4.99  -1.20  5.75  0.130
H  3.10  0.69  3.52  0.109
O  -1.26  9.16  1.50  0.089
C  -0.87  9.22  2.68  -0.310
C  -1.67  9.73  3.74  0.057
C  -1.39  9.61  5.08  -0.190
O  -2.18  10.24  5.97  0.107
C  -0.21  8.91  5.65  -0.359
O  0.03  8.71  6.83  0.118
C  0.62  8.40  4.60  0.069
C  0.38  8.56  3.23  -0.207
O  1.20  8.00  2.37  0.124
H  -2.61  10.20  3.48  0.135
H  -1.87  10.24  6.88  0.120
H  1.47  7.84  4.95  0.130
H  0.72  7.97  1.54  0.116
O  3.71  8.40  -9.18  0.104
C  3.28  9.22  -8.37  -0.293
C  3.20  8.99  -6.87  0.090
C  2.75  9.94  -5.99  -0.219
O  2.91  9.84  -4.64  0.086
C  2.20  11.26  -6.41  -0.279
O  2.04  12.14  -5.56  0.106
C  2.13  11.42  -7.91  0.085
C  2.57  10.48  -8.76  -0.186
O  2.46  10.70  -10.16  0.057
H  3.56  8.09  -6.41  0.124
H  2.69  10.71  -4.29  0.094
H  1.57  12.24  -8.35  0.129
H  2.69  9.95  -10.71  0.101
O  -3.98  5.96  -8.79  0.084
C  -4.25  5.49  -7.67  -0.245
C  -4.75  4.12  -7.23  0.080
C  -5.03  3.83  -5.94  -0.235
O  -5.32  2.57  -5.62  0.108
C  -5.04  4.77  -4.77  -0.309
O  -5.41  4.59  -3.60  0.101
C  -4.47  6.05  -5.15  0.050
C  -4.11  6.40  -6.42  -0.231
O  -3.51  7.55  -6.64  0.107
H  -4.83  3.37  -8.01  0.125
H  -5.58  2.45  -4.70  0.118
H  -4.07  6.69  -4.38  0.133
H  -3.43  7.75  -7.58  0.114
O  11.75  10.65  0.52  0.075
C  10.89  9.76  0.27  -0.247
C  9.82  9.33  1.22  0.066
C  8.85  8.45  1.00  -0.246
O  7.97  8.09  1.94  0.110
C  8.81  7.65  -0.29  -0.328
O  8.01  6.79  -0.55  0.131
C  9.82  8.06  -1.21  0.053
C  10.83  8.93  -1.00  -0.187
O  11.64  9.37  -2.03  0.077
H  9.82  9.75  2.22  0.132
H  7.21  7.66  1.55  0.118
H  9.83  7.70  -2.23  0.139
H  12.28  10.05  -1.78  0.107
C  -5.63  -4.30  -2.53  -0.084
C  -6.89  -4.07  -1.76  -0.295
O  -6.77  -2.86  -1.08  -0.190
C  -6.39  -2.96  0.26  -0.247
C  -5.95  -1.53  0.73  -0.069
H  -5.51  -3.65  -3.39  0.080
H  -4.67  -4.32  -2.01  0.072
H  -5.69  -5.35  -2.81  0.073
H  -7.73  -3.99  -2.46  0.119
H  -7.18  -4.87  -1.08  0.116
H  -7.16  -3.51  0.80  0.124
H  -5.38  -3.35  0.15  0.106
H  -5.45  -1.49  1.70  0.066
H  -6.77  -0.82  0.85  0.060
H  -5.35  -0.94  0.03  0.071
C  3.36  -3.00  -6.69  -0.087
C  3.79  -1.54  -6.63  -0.278
O  4.95  -1.35  -7.47  -0.171
C  5.34  0.02  -7.64  -0.240
C  5.84  0.73  -6.33  -0.077
H  4.19  -3.65  -6.40  0.076
H  2.48  -3.22  -6.09  0.075
H  3.11  -3.18  -7.73  0.074
H  2.94  -1.06  -7.12  0.115
H  3.96  -1.31  -5.58  0.110
H  6.14  0.15  -8.36  0.114
H  4.40  0.52  -7.89  0.100
H  5.23  0.58  -5.43  0.055
H  5.74  1.81  -6.42  0.067
H  6.85  0.37  -6.16  0.069
C  5.30  -8.78  1.42  -0.086
C  3.83  -9.12  1.53  -0.321
O  3.43  -9.45  0.23  -0.163
C  2.19  -10.20  0.26  -0.240
C  1.53  -10.24  -1.17  -0.072
H  5.67  -8.16  2.24  0.069
H  5.96  -9.64  1.36  0.077
H  5.44  -8.06  0.61  0.076
H  3.83  -9.97  2.21  0.115
H  3.27  -8.27  1.92  0.119
H  2.46  -11.22  0.52  0.114
H  1.43  -9.74  0.89  0.111
H  0.64  -10.86  -1.09  0.064
H  2.17  -10.78  -1.86  0.068
H  1.20  -9.26  -1.53  0.070
C  -4.78  -6.15  10.12  -0.080
C  -5.38  -6.80  8.86  -0.251
O  -4.78  -6.36  7.64  -0.158
C  -3.48  -6.85  7.38  -0.299
C  -2.51  -5.84  6.78  -0.074
H  -5.07  -6.71  11.01  0.069
H  -3.70  -6.03  10.20  0.069
H  -5.13  -5.14  10.36  0.067
H  -5.13  -7.86  8.89  0.105
H  -6.46  -6.74  8.81  0.118
H  -3.01  -7.37  8.21  0.111
H  -3.58  -7.68  6.69  0.110
H  -2.81  -5.36  5.85  0.071
H  -1.49  -6.21  6.65  0.074
H  -2.44  -4.98  7.44  0.069
C  -5.80  -10.57  1.61  -0.072
C  -7.16  -10.32  2.28  -0.308
O  -7.89  -11.50  2.28  -0.165
C  -9.00  -11.64  3.21  -0.250
C  -9.85  -12.86  2.85  -0.086
H  -5.94  -10.80  0.56  0.069
H  -5.31  -9.59  1.67  0.069
H  -5.11  -11.30  2.03  0.077
H  -6.85  -10.08  3.29  0.103
H  -7.77  -9.45  2.04  0.119
H  -8.60  -11.74  4.22  0.116
H  -9.71  -10.82  3.14  0.113
H  -9.35  -13.82  2.78  0.073
H  -10.43  -12.75  1.93  0.072
H  -10.61  -12.92  3.63  0.071
C  0.79  2.30  -2.01  -0.068
C  -0.15  1.26  -1.32  -0.230
O  0.59  0.04  -0.95  -0.205
C  -0.18  -1.01  -0.35  -0.267
C  0.52  -2.39  -0.42  -0.069
H  0.98  2.04  -3.05  0.066
H  0.39  3.31  -1.93  0.068
H  1.75  2.24  -1.51  0.071
H  -0.56  1.72  -0.42  0.107
H  -0.94  0.89  -1.97  0.104
H  -0.43  -0.70  0.67  0.114
H  -1.05  -1.06  -1.01  0.102
H  1.01  -2.56  -1.38  0.071
H  -0.20  -3.19  -0.30  0.069
H  1.32  -2.49  0.33  0.066

gap between HOMO and LUMO: 7.52 eV
net charge: 0
total energy: -110517.7137 eV


Record 2
Here is 14 unconnected molecules or ions with the total composition C54H84O10 at a distorted geometry from OMol25. Energies are from ωB97M-V/def2-TZVPD.

Each line ends with the Löwdin charge.
CARTESIAN COORDINATES (ANGSTROEM)
C  6.40  0.23  -2.33  -0.099
C  5.20  0.41  -1.68  -0.114
C  3.97  0.31  -2.32  -0.072
C  3.92  -0.12  -3.68  -0.076
C  5.14  -0.37  -4.32  -0.107
C  6.36  -0.23  -3.67  -0.086
H  7.29  0.45  -1.71  0.119
H  5.11  0.67  -0.64  0.065
H  3.07  0.51  -1.75  0.085
H  2.96  -0.13  -4.21  0.084
H  5.10  -0.65  -5.37  0.099
H  7.22  -0.51  -4.26  0.098
C  0.14  -0.21  5.76  -0.117
C  -0.83  0.07  6.69  -0.097
C  -1.82  -0.84  6.98  -0.099
C  -1.86  -2.06  6.30  -0.074
C  -0.90  -2.27  5.34  -0.072
C  0.07  -1.32  5.04  -0.107
H  1.00  0.44  5.58  0.097
H  -0.84  1.05  7.26  0.130
H  -2.53  -0.68  7.72  0.082
H  -2.61  -2.79  6.49  0.098
H  -0.87  -3.18  4.83  0.071
H  0.86  -1.50  4.36  0.101
C  -2.97  -3.88  2.46  -0.084
C  -1.90  -3.48  1.64  -0.088
C  -0.71  -4.15  1.77  -0.115
C  -0.53  -5.27  2.60  -0.087
C  -1.59  -5.59  3.43  -0.103
C  -2.81  -4.88  3.40  -0.083
H  -3.92  -3.37  2.49  0.076
H  -2.08  -2.65  0.99  0.065
H  0.12  -3.86  1.11  0.099
H  0.48  -5.64  2.69  0.100
H  -1.46  -6.34  4.17  0.086
H  -3.60  -5.22  4.13  0.123
C  4.20  0.01  1.52  -0.089
C  4.81  -0.04  2.81  -0.055
C  4.90  -1.27  3.48  -0.088
C  4.51  -2.43  2.81  -0.126
C  3.74  -2.34  1.70  -0.114
C  3.60  -1.11  1.04  -0.093
H  4.05  0.94  1.04  0.067
H  5.20  0.81  3.34  0.091
H  5.43  -1.35  4.43  0.103
H  4.60  -3.43  3.33  0.121
H  3.33  -3.30  1.39  0.099
H  3.01  -1.11  0.11  0.099
C  -4.86  -1.65  -1.34  0.000
C  -4.75  -0.72  -0.13  -0.451
O  -3.72  -0.64  0.52  0.014
C  -5.95  0.18  0.19  -0.015
H  -5.58  -2.45  -1.13  0.092
H  -3.86  -2.04  -1.50  0.078
H  -5.22  -0.98  -2.13  0.064
H  -5.74  0.83  1.06  0.080
H  -6.95  -0.37  0.30  0.111
H  -6.16  0.82  -0.64  0.036
C  -1.14  1.18  -6.31  -0.038
C  -0.15  0.28  -5.63  -0.477
O  0.50  0.57  -4.63  0.054
C  -0.16  -1.10  -6.23  -0.017
H  -0.51  1.73  -7.04  0.107
H  -1.47  2.02  -5.69  0.053
H  -1.92  0.72  -6.88  0.076
H  -1.10  -1.68  -6.01  0.111
H  0.63  -1.55  -5.61  0.079
H  -0.02  -1.03  -7.28  0.075
C  0.73  3.32  -2.95  -0.021
C  1.05  3.54  -4.38  -0.496
O  0.16  3.84  -5.18  0.029
C  2.48  3.45  -4.76  -0.011
H  0.22  4.25  -2.64  0.106
H  1.60  3.27  -2.32  0.069
H  -0.01  2.56  -2.81  0.064
H  2.56  3.20  -5.77  0.064
H  3.08  2.66  -4.24  0.092
H  3.01  4.33  -4.54  0.072
C  2.40  3.24  1.59  -0.011
C  3.19  3.12  2.93  -0.472
O  4.41  3.20  2.97  0.032
C  2.45  2.80  4.20  -0.030
H  1.98  4.24  1.55  0.076
H  1.60  2.49  1.54  0.042
H  3.10  3.06  0.76  0.073
H  3.18  2.79  5.04  0.097
H  1.79  1.91  4.12  0.060
H  1.75  3.64  4.50  0.101
C  -2.27  3.33  3.04  -0.007
C  -2.49  2.95  4.49  -0.471
O  -1.84  3.36  5.42  0.065
C  -3.47  1.79  4.68  -0.026
H  -2.07  2.51  2.40  0.054
H  -1.52  4.11  2.93  0.085
H  -3.22  3.74  2.73  0.078
H  -4.45  2.19  5.09  0.110
H  -3.22  1.13  5.51  0.060
H  -3.69  1.14  3.87  0.044
C  -3.76  1.71  -4.25  0.000
C  -5.27  2.01  -3.87  -0.466
O  -5.85  1.30  -3.10  0.059
C  -5.99  3.04  -4.65  -0.017
H  -3.21  2.49  -3.71  0.099
H  -3.59  1.79  -5.29  0.038
H  -3.58  0.68  -3.88  0.086
H  -5.38  3.83  -5.07  0.092
H  -6.67  3.49  -4.01  0.060
H  -6.63  2.60  -5.39  0.092
C  2.11  -4.52  -2.78  -0.025
C  1.80  -4.95  -4.16  -0.515
O  2.21  -4.45  -5.20  0.050
C  0.99  -6.23  -4.30  -0.033
H  2.99  -5.07  -2.37  0.110
H  1.32  -4.55  -2.04  0.070
H  2.30  -3.44  -2.97  0.086
H  0.68  -6.61  -3.31  0.081
H  1.66  -6.90  -4.86  0.088
H  0.10  -6.09  -4.94  0.086
C  -0.34  -0.07  1.65  -0.004
C  -0.12  0.40  0.21  -0.474
O  0.70  1.22  -0.10  0.042
C  -0.96  -0.24  -0.87  0.000
H  0.14  0.48  2.56  0.102
H  -0.18  -1.13  1.75  0.054
H  -1.42  0.05  1.79  0.064
H  -1.75  -0.87  -0.53  0.019
H  -0.35  -0.85  -1.50  0.079
H  -1.34  0.69  -1.36  0.107
C  -7.71  -1.79  3.87  -0.013
C  -6.25  -2.31  4.06  -0.491
O  -5.97  -3.49  4.11  0.063
C  -5.24  -1.24  4.15  -0.027
H  -7.85  -1.02  3.09  0.080
H  -7.95  -1.43  4.85  0.073
H  -8.36  -2.62  3.64  0.070
H  -4.59  -1.32  3.29  0.075
H  -4.57  -1.52  4.92  0.071
H  -5.76  -0.25  4.23  0.099
C  5.71  5.09  -1.88  -0.026
C  7.03  4.47  -1.66  -0.518
O  7.67  4.71  -0.66  0.065
C  7.60  3.54  -2.73  -0.015
H  5.89  6.02  -2.38  0.083
H  5.20  5.21  -0.89  0.101
H  5.07  4.41  -2.48  0.073
H  8.56  3.20  -2.40  0.070
H  7.72  4.17  -3.66  0.104
H  6.88  2.74  -2.94  0.058

gap between HOMO and LUMO: 9.21 eV
net charge: 0
total energy: -77831.7645 eV


> Which of these has the lowest gap between HOMO and LUMO?

C54H80O26